(1)
{
  "formula": "CH2N2O2S",
  "method": "the ωB97M-V functional and the def2-TZVPD basis",
  "elements": ["S", "O", "O", "N", "N", "C", "H", "H"],
  "xyz": [[-0.6080, 2.0047, 2.0964], [-3.3537, 0.7004, 1.3409], [-2.3629, -0.6184, -0.1338], [-2.4424, 0.2337, 0.7558], [-0.0695, 0.1939, 0.1877], [-0.7506, 0.9335, 0.9981], [-0.6555, -0.6290, -0.2109], [0.8088, 0.0464, 0.5656]],
  "homo_energy_ev": -9.328,
  "e_tot_ev": -18975.9859,
  "max_force_ev_per_a": 3.6,
  "de_lowest_kj_mol": 515.5
}

---

(2)
{
  "formula": "C4H5FNO3",
  "method": "the ωB97M-V functional and the def2-TZVPD basis",
  "elements": ["F", "O", "O", "O", "N", "C", "C", "C", "C", "H", "H", "H", "H", "H"],
  "xyz": [[-0.4644, -0.1444, 1.7126], [1.5253, -0.7765, -0.9667], [-2.4290, 0.7114, -0.8800], [-2.2447, -1.3908, -0.1253], [0.1846, -2.2711, 0.2562], [-1.8819, -0.2410, -0.3511], [0.6470, -1.0441, -0.1697], [0.0675, 1.5219, 0.0817], [-0.3166, 0.1109, 0.3493], [-0.5077, 2.0655, -0.5969], [0.0423, 2.1932, 0.9250], [-0.6883, -2.2192, 0.6286], [1.0454, 1.5169, -0.1951], [0.1372, -2.9622, -0.4539]],
  "smiles": "C[C@](F)(C(N)=O)C(=O)[O-]",
  "homo_energy_ev": -4.330,
  "charge": -1,
  "e_tot_ev": -14580.9419,
  "max_force_ev_per_a": 4.0,
  "de_lowest_kj_mol": 27.4
}

---

(3)
{
  "formula": "C2H3CoLiO2",
  "method": "the ωB97M-V functional and the def2-TZVPD basis",
  "elements": ["Co", "O", "O", "C", "C", "Li", "H", "H", "H"],
  "xyz": [[0.9712, 1.8247, 0.2360], [1.7370, 0.4935, -0.8479], [-0.4466, 0.7552, 0.7721], [-0.2870, -0.4171, 0.0547], [1.0435, -0.5859, -0.5529], [-2.1789, 1.1104, 1.2835], [-0.6266, -1.2737, 0.6594], [-1.5274, -0.3671, -0.5826], [1.3147, -1.5399, -1.0223]],
  "homo_energy_ev": [-10.263, -13.894],
  "multiplicity": 5,
  "charge": 1,
  "e_tot_ev": -44039.2688,
  "max_force_ev_per_a": 4.0,
  "de_lowest_kj_mol": 181.8
}

---

(4)
{
  "formula": "C40H38N2O2PS2V",
  "method": "the ωB97M-V functional and the def2-TZVPD basis",
  "elements": ["V", "S", "S", "P", "O", "O", "N", "N", "C", "C", "C", "C", "C", "C", "C", "C", "C", "C", "C", "C", "C", "C", "C", "C", "C", "C", "C", "C", "C", "C", "C", "C", "C", "C", "C", "C", "C", "C", "C", "C", "C", "C", "C", "C", "C", "C", "C", "C", "H", "H", "H", "H", "H", "H", "H", "H", "H", "H", "H", "H", "H", "H", "H", "H", "H", "H", "H", "H", "H", "H", "H", "H", "H", "H", "H", "H", "H", "H", "H", "H", "H", "H", "H", "H", "H", "H"],
  "xyz": [[-0.2373, 0.0649, -0.0091], [0.4612, -2.2093, -0.6349], [2.2486, 0.3044, -0.6093], [-2.2487, -1.4321, 0.0236], [0.4449, 1.7654, 0.9208], [-1.4717, 2.4317, -0.1737], [1.9970, -3.0783, -2.6736], [3.8585, -1.0197, -2.3047], [1.3791, -5.1795, -3.8049], [4.2134, -2.2071, -3.0681], [2.6158, -7.2425, -3.9689], [-3.6094, -2.4003, -3.6860], [-5.9528, 0.3435, 0.5490], [1.8112, -2.1037, -1.7456], [3.5326, 1.1910, -4.2974], [-3.2765, -4.2549, 2.8121], [-3.2957, -1.7163, -2.5211], [1.5079, -6.3535, -5.9079], [2.2915, -7.3327, -5.3176], [-5.5626, 1.6810, 0.4684], [0.9079, -4.0110, -2.9856], [0.1926, 2.6019, 2.0706], [-2.7957, -4.4395, -2.7083], [-1.2675, -2.3907, 2.4107], [5.8955, 0.8421, -4.5270], [-4.2344, 2.0134, 0.2654], [4.7641, 0.1201, -2.3919], [-1.2784, -3.1503, 3.5711], [-0.0919, 2.0615, -0.3768], [4.6547, 1.8597, -6.3155], [-3.3635, -3.7634, -3.7795], [-2.2530, -2.5532, 1.4429], [-2.4643, -3.7532, -1.5494], [3.4899, 1.7501, -5.5628], [-3.6848, -0.3423, 0.2473], [0.5979, 3.0948, -1.1922], [-3.2621, -3.4939, 1.6550], [-1.8566, 1.1628, -0.0208], [-2.2856, -4.0821, 3.7703], [4.7393, 0.7331, -3.7697], [2.6962, -1.0124, -1.6334], [2.9793, -2.7895, -3.7128], [-5.0195, -0.6744, 0.4311], [2.1582, -6.1725, -3.2174], [5.8563, 1.4070, -5.7970], [1.0559, -5.2794, -5.1515], [-3.3025, 0.9852, 0.1604], [-2.7208, -2.3884, -1.4458], [-4.0606, -4.9830, 2.9682], [-3.9244, 3.0467, 0.1906], [-1.9943, -4.2821, -0.7313], [3.2194, -8.0102, -3.5046], [2.4072, -6.1014, -2.1649], [0.0997, -3.4784, -3.4979], [-3.6163, -4.2988, -4.6848], [6.8359, 0.4865, -4.1225], [2.5663, -2.0835, -4.4449], [0.4453, -4.5102, -5.6106], [-4.0374, -3.6377, 0.9126], [0.3245, 1.9632, 2.9389], [0.5025, -4.3610, -2.0385], [2.6284, 1.1076, -3.7038], [4.6216, 2.2979, -7.3036], [5.7728, -0.2178, -2.1421], [0.4087, 4.0847, -0.7693], [2.5511, 2.1073, -5.9643], [3.2282, -3.7132, -4.2318], [-6.3043, 2.4621, 0.5594], [0.9300, 3.4024, 2.0665], [4.6843, -2.9454, -2.4112], [6.7638, 1.4892, -6.3789], [-2.2979, -4.6775, 4.6731], [4.4629, 0.8423, -1.6348], [0.1865, 3.0748, -2.2017], [-4.0557, -1.8688, -4.5154], [-0.4534, -1.6830, 2.2663], [-0.4993, -3.0180, 4.3088], [1.6666, 2.9089, -1.2469], [1.2495, -6.4233, -6.9557], [2.6470, -8.1683, -5.9048], [-5.3356, -1.7079, 0.4872], [-6.9956, 0.1030, 0.7017], [-2.6002, -5.5017, -2.7762], [-0.8203, 2.9980, 2.0308], [4.9312, -1.9169, -3.8348], [-3.5108, -0.6554, -2.4572]],
  "homo_energy_ev": [-8.946, -10.292],
  "multiplicity": 2,
  "charge": 1,
  "e_tot_ev": -105811.4334,
  "max_force_ev_per_a": 1.4,
  "de_lowest_kj_mol": 94.0
}

---

(5)
{
  "formula": "C4H12N4",
  "method": "the ωB97M-V functional and the def2-TZVPD basis",
  "elements": ["N", "N", "N", "N", "C", "C", "C", "C", "H", "H", "H", "H", "H", "H", "H", "H", "H", "H", "H", "H"],
  "xyz": [[-0.3523, -0.8300, -0.0828], [-2.5955, -0.0513, -1.7643], [0.2126, -0.0985, 1.0126], [-0.2781, -0.3864, -1.3444], [2.2464, -0.0023, 0.8788], [-3.8284, -0.2171, -1.6410], [2.6721, 0.9027, 2.0055], [-1.3580, 0.0129, -2.1023], [-1.1011, 0.2420, -3.0365], [0.6810, -0.0709, -1.5323], [-4.4233, -1.2252, -1.5799], [3.5154, 1.6208, 1.6262], [2.4227, 0.4753, -0.1416], [-0.2026, 0.8046, 1.2644], [2.4593, -1.0348, 0.6951], [-0.5317, -1.8085, 0.0590], [0.2222, -0.7439, 1.7548], [-4.5043, 0.6243, -1.3895], [2.9502, 0.2300, 2.8980], [1.7936, 1.5563, 2.4202]],
  "homo_energy_ev": -17.932,
  "charge": 2,
  "e_tot_ev": -10280.5978,
  "max_force_ev_per_a": 4.8,
  "de_lowest_kj_mol": 511.4
}

---

(6)
{
  "formula": "CH5N3O3P",
  "method": "the ωB97M-V functional and the def2-TZVPD basis",
  "elements": ["P", "O", "O", "O", "N", "N", "N", "C", "H", "H", "H", "H", "H"],
  "xyz": [[-0.2689, -0.7340, 0.8963], [-1.6104, -1.6625, 0.6240], [0.9359, -1.5691, 0.4145], [-0.3348, -0.3802, 2.3252], [0.8565, -0.3778, -1.7808], [0.6327, 0.8453, -1.8338], [-0.1280, 1.9219, 0.8911], [-0.4740, 0.9305, 0.0101], [1.1592, -1.0439, -1.0765], [-0.3107, 2.9195, 0.7374], [-1.5345, -1.9779, -0.3370], [0.1997, 1.8365, 1.9194], [0.8774, -0.7083, -2.7898]],
  "homo_energy_ev": [-2.900, -2.899],
  "charge": -1,
  "e_tot_ev": -21018.5320,
  "max_force_ev_per_a": 6.4,
  "de_lowest_kj_mol": 541.3
}

---

(7)
{
  "formula": "CH8N2P",
  "method": "the ωB97M-V functional and the def2-TZVPD basis",
  "elements": ["P", "N", "N", "C", "H", "H", "H", "H", "H", "H", "H", "H"],
  "xyz": [[-0.5323, 0.0435, 0.2758], [1.0702, -0.8829, -0.2911], [-0.9862, 0.7954, -1.1687], [1.1824, 0.5662, 0.2188], [-1.7700, 0.4617, -1.6156], [1.3456, -1.0215, -1.2799], [1.8734, 0.7377, 1.1587], [-2.0331, -1.1841, 2.7329], [1.5412, -1.5751, 0.1559], [-2.4032, -0.5146, 2.3006], [-0.5608, 1.4365, -1.8006], [1.2729, 1.1372, -0.6868]],
  "homo_energy_ev": -15.464,
  "charge": 1,
  "e_tot_ev": -13426.9505,
  "max_force_ev_per_a": 3.8,
  "de_lowest_kj_mol": 196.0
}

---

(8)
{
  "formula": "C25H27N3O2",
  "method": "the ωB97M-V functional and the def2-TZVPD basis",
  "elements": ["O", "O", "N", "N", "N", "C", "C", "C", "C", "C", "C", "C", "C", "C", "C", "C", "C", "C", "C", "C", "C", "C", "C", "C", "C", "C", "C", "C", "C", "C", "H", "H", "H", "H", "H", "H", "H", "H", "H", "H", "H", "H", "H", "H", "H", "H", "H", "H", "H", "H", "H", "H", "H", "H", "H", "H", "H"],
  "xyz": [[-2.7246, -0.5169, -0.5214], [2.9385, 0.9309, -3.0338], [1.6673, 3.0929, 1.4521], [2.4314, 0.2721, 0.8011], [3.5460, -0.3922, -1.5410], [-0.8992, 0.8989, -1.6360], [0.2971, 0.9682, -1.8064], [4.2900, -2.5482, -0.3006], [3.5138, -2.9277, 1.8162], [4.1634, -3.3214, 0.7081], [2.6664, -0.0493, -2.2319], [-5.0002, -0.9563, 1.0122], [-1.4861, -0.4442, -0.9063], [0.8329, 4.3189, 1.2666], [0.7101, -1.3316, -1.0293], [-6.1187, 0.2888, -0.7947], [2.8502, -1.8289, 2.1595], [0.7858, 2.0534, 1.5663], [-3.7570, 0.4280, -0.5695], [3.5589, -1.0675, -0.2468], [-5.0088, 0.0619, -0.4291], [1.2329, -0.1139, -1.8163], [-7.3946, -0.8075, 0.8315], [3.1934, 1.6454, 0.7242], [-6.3212, -1.3856, 1.5715], [2.9337, -0.9058, 0.9653], [1.4793, 0.6877, 1.9535], [2.6554, 2.7627, 0.4135], [-0.5073, -1.6016, -0.7526], [-7.3990, -0.3438, -0.2611], [3.2585, 3.5730, 0.3981], [-3.3597, 1.2956, -0.3754], [-8.3566, 0.0110, -0.7526], [2.4028, -1.5393, 2.9322], [4.8334, -2.8848, -1.0384], [0.6275, 1.8246, -2.4856], [-8.3432, -1.2651, 1.2902], [1.9199, 0.9428, 2.9088], [-3.7664, 0.8320, -1.7694], [1.4300, -2.0931, -1.0117], [-4.0928, -1.1023, 1.3499], [0.0882, 2.2433, 2.2812], [4.5666, -4.2347, 1.0012], [0.1477, 1.6761, 0.7546], [4.4310, -0.2974, -1.8131], [-6.2216, 0.8276, -1.6607], [4.0585, 1.4687, -0.0863], [1.4600, 5.0883, 1.0539], [-6.2851, -2.0084, 2.2082], [3.7037, 1.8431, 1.7902], [2.1576, 2.5258, -0.5195], [0.2029, 4.4391, 2.1144], [0.7700, -0.0824, 2.0039], [-1.7982, 1.7066, -1.6048], [-0.9134, -2.3434, -0.1222], [0.2571, 4.3666, 0.4483], [3.3855, -3.6435, 2.8275]],
  "smiles": "CN1CCN(c2ccccc2NC(=O)c2ccc(OCc3ccccc3)cc2)CC1",
  "homo_energy_ev": -7.400,
  "e_tot_ev": -34906.1051,
  "max_force_ev_per_a": 17.7,
  "de_lowest_kj_mol": 2359.1
}